DFT (ωB97M-V/def2-TZVPD) results for a single C3H7NO2 molecule at a distorted geometry.

Last column: natural (NBO) charge in e.
Atoms and positions in Å:
O  -1.4557  -0.8444  -0.7642  -0.576
C  -0.9566  -0.0613  0.0095  0.694
N  -0.0265  0.9083  -0.4579  -0.679
C  1.3484  0.7373  -0.0571  0.094
O  1.8687  -0.5617  -0.3159  -0.739
C  -1.1390  -0.1857  1.4907  -0.729
H  -0.1879  1.0076  -1.4524  0.388
H  1.3986  0.9060  1.0146  0.163
H  1.9479  1.4383  -0.6401  0.181
H  1.1877  -1.1216  -0.7137  0.480
H  -1.8563  -0.9782  1.6652  0.246
H  -1.3594  0.7507  1.9894  0.239
H  -0.1508  -0.4076  1.9052  0.238

## Properties
LUMO level: 0.905 eV
E_tot: -8809.4162 eV
energy above the lowest of the compared OMol25 structures with the same formula, charge and spin: 107.4 kJ/mol
HOMO level: -10.047 eV
gap between HOMO and LUMO: 10.952 eV
SMILES string: CC(=O)NCO
maximum force: 1.0 eV/Å

***

DFT (ωB97M-V/def2-TZVPD) results for a molecular structure, C8H9O2S2 at a distorted geometry.

Last column: natural (NBO) charge in e.
Atoms and positions in Å:
C  -0.2632  1.5424  1.9511  -0.242
C  -0.0912  0.7209  3.0723  -0.349
C  -0.6403  0.7740  0.8124  -0.025
C  -0.7753  -0.5632  1.1478  -0.612
C  0.2431  0.7102  -1.5078  -0.416
C  -1.0017  1.0493  -0.6655  0.075
C  0.3785  -0.7628  -1.4287  -0.400
C  1.6337  -1.2884  -0.9052  -0.697
O  -1.7204  -2.5092  -0.5793  -0.783
O  -1.9848  -0.0042  -0.9411  -0.620
S  -0.3687  -0.9304  2.7466  0.634
S  -1.1167  -1.2540  -0.4449  2.120
H  -0.3269  2.5786  1.8145  0.251
H  0.0204  1.1008  4.0496  0.269
H  0.0649  1.0828  -2.4524  0.245
H  1.0029  1.2069  -1.0965  0.234
H  -1.3681  1.9831  -0.8243  0.243
H  0.0038  -1.0383  -2.5211  0.293
H  1.6793  -2.1897  -0.2899  0.260
H  2.2288  -0.6355  -0.2988  0.244
H  2.4020  -1.5731  -1.6387  0.277

## Properties
LUMO level: -3.954 eV
E_tot: -34197.2139 eV
energy above the lowest of the compared OMol25 structures with the same formula, charge and spin: 3.8 kJ/mol
HOMO level: -13.908 eV
gap between HOMO and LUMO: 9.954 eV
maximum force: 4.1 eV/Å
charge: +1

***

DFT (ωB97M-V/def2-TZVPD) results for a molecular structure, C6H6NO2P2 at a distorted geometry.

Last column: natural (NBO) charge in e.
Atoms and positions in Å:
C  -0.3145  1.4777  0.0628  -0.152
C  0.5623  2.4700  0.0619  -0.322
C  -0.0411  0.1488  0.0641  -0.235
C  1.2183  -0.3278  0.1951  0.151
C  1.9675  2.4082  -0.0281  0.131
C  -1.1384  -0.8609  0.0101  -0.612
N  4.0034  -2.2280  0.4381  -1.257
O  1.6174  -1.6196  -0.1021  -0.801
O  2.6598  3.4255  -0.2072  -0.693
P  3.1747  -1.4150  -0.6150  1.236
P  2.7934  0.9184  0.3675  0.213
H  -1.3738  1.6272  -0.0431  0.186
H  0.0768  3.5050  -0.1115  0.194
H  -2.0838  -0.4297  0.3150  0.194
H  -0.7938  -1.7094  0.6281  0.217
H  -1.3634  -1.2069  -0.9682  0.197
H  4.9661  -2.4054  0.0112  0.352

## Properties
LUMO level: 3.586 eV
E_tot: -30481.4381 eV
energy above the lowest of the compared OMol25 structures with the same formula, charge and spin: 86.3 kJ/mol
HOMO level: -3.466 eV
gap between HOMO and LUMO: 7.052 eV
maximum force: 4.1 eV/Å
charge: -1

***

DFT (ωB97M-V/def2-TZVPD) results for a single C20H23NO6 molecule.

Last column: natural (NBO) charge in e.
Atoms and positions in Å:
C  -6.6613  -0.4145  1.4013  -0.263
H  -6.8016  -1.2789  2.0451  0.195
H  -7.3094  -0.4810  0.5252  0.191
H  -6.8909  0.5081  1.9379  0.195
O  -5.2965  -0.4279  1.0056  -0.508
C  -4.8717  0.6277  0.2993  0.796
O  -5.5794  1.5520  -0.0033  -0.603
C  -3.4010  0.5188  -0.0152  -0.491
H  -3.0756  -0.5136  0.1051  0.226
H  -3.2344  0.8423  -1.0431  0.233
C  -2.6134  1.4381  0.9379  -0.410
C  -1.1612  1.4435  0.5899  -0.087
C  -0.5833  2.1184  -0.4748  0.122
N  0.7409  1.8571  -0.4723  -0.456
C  1.0459  1.0226  0.5671  -0.037
C  -0.1325  0.7450  1.2535  -0.003
C  -0.3065  -0.1104  2.4598  -0.646
H  -0.5729  0.5022  3.3213  0.217
H  0.6136  -0.6395  2.6809  0.244
H  -1.1052  -0.8331  2.3002  0.214
C  2.4363  0.6301  0.7366  0.777
O  3.3204  1.0144  0.0016  -0.621
O  2.6425  -0.1763  1.7915  -0.508
C  3.9865  -0.6255  2.0002  -0.113
C  4.2656  -1.8666  1.1937  0.021
C  4.9212  -1.7805  -0.0271  -0.225
C  5.1409  -2.9203  -0.7810  -0.198
C  4.7036  -4.1517  -0.3240  -0.211
C  4.0407  -4.2415  0.8886  -0.211
C  3.8211  -3.1034  1.6437  -0.228
H  3.3011  -3.1712  2.5885  0.209
H  3.6940  -5.2000  1.2464  0.212
H  4.8766  -5.0408  -0.9127  0.213
H  5.6541  -2.8459  -1.7284  0.212
H  5.2479  -0.8170  -0.3884  0.229
H  4.0538  -0.8265  3.0720  0.198
H  4.6752  0.1780  1.7201  0.212
H  1.4092  2.1670  -1.1653  0.456
C  -1.2171  2.9712  -1.5190  -0.118
H  -2.1842  3.3470  -1.1841  0.217
H  -0.5535  3.8021  -1.7844  0.215
O  -1.5050  2.2212  -2.7123  -0.504
C  -0.4774  1.9795  -3.5324  0.808
O  0.6449  2.3607  -3.3237  -0.619
C  -0.9135  1.1749  -4.7252  -0.715
H  -1.9849  1.2667  -4.8711  0.234
H  -0.3716  1.5066  -5.6063  0.240
H  -0.6649  0.1305  -4.5447  0.245
H  -2.7445  1.0924  1.9637  0.219
H  -3.0225  2.4483  0.8624  0.222

## Properties
LUMO level: 0.712 eV
E_tot: -34889.8628 eV
energy above the lowest of the compared OMol25 structures with the same formula, charge and spin: 51.9 kJ/mol
HOMO level: -8.429 eV
gap between HOMO and LUMO: 9.141 eV
SMILES string: COC(=O)CCc1c(COC(C)=O)[nH]c(C(=O)OCc2ccccc2)c1C
maximum force: 0.5 eV/Å

***

DFT (ωB97M-V/def2-TZVPD) results for 4 unconnected molecules or ions with the total composition H7O3S.

Last column: natural (NBO) charge in e.
Atoms and positions in Å:
S  0.6678  1.2878  1.5206  -1.020
H  -0.3481  0.9688  2.3412  0.091
H  0.2304  -3.2309  -1.7116  0.459
H  -0.7303  -2.0857  -1.3422  0.504
O  -0.4012  -2.6129  -2.0873  -0.970
H  -0.1122  -1.9859  1.2452  0.468
H  -0.6737  -0.5874  0.9606  0.508
O  -0.8131  -1.5417  0.7628  -1.010
H  0.2605  2.0949  -0.5962  0.505
H  -0.1988  1.0769  -1.6665  0.463
O  -0.0118  2.0083  -1.5370  -0.998

## Properties
LUMO level: 3.740 eV
E_tot: -17093.2344 eV
energy above the lowest of the compared OMol25 structures with the same formula, charge and spin: 37.9 kJ/mol
HOMO level: -3.596 eV
gap between HOMO and LUMO: 7.336 eV
maximum force: 0.6 eV/Å
charge: -1

***

DFT (ωB97M-V/def2-TZVPD) results for a single C5H6O molecule at a distorted geometry.

Last column: natural (NBO) charge in e.
Atoms and positions in Å:
C  0.0044  1.8338  -0.3015  -0.589
C  -0.1972  0.9854  0.9374  -0.509
C  0.0801  -0.3953  0.6317  0.124
C  0.0196  -1.3593  -0.1052  -0.157
C  0.2008  -2.6772  -0.6131  0.357
O  0.2050  -3.0046  -1.7746  -0.488
H  0.9824  1.7051  -0.7692  0.218
H  -0.6425  1.0234  -1.0900  0.215
H  -0.2379  2.9072  -0.1099  0.226
H  -1.2245  1.0616  1.3171  0.243
H  0.4537  1.3627  1.7148  0.228
H  0.3562  -3.4429  0.1624  0.133

## Properties
LUMO level: 0.202 eV
E_tot: -7326.3253 eV
energy above the lowest of the compared OMol25 structures with the same formula, charge and spin: 285.5 kJ/mol
HOMO level: -10.317 eV
gap between HOMO and LUMO: 10.519 eV
SMILES string: CCC#CC=O
maximum force: 4.1 eV/Å